Formula: C34H75N8O6
Source: the Open Molecules 2025 dataset
Level of theory: wB97M-V/def2-TZVPD

Structure (XYZ):
```
123
Properties=species:S:1:pos:R:3:forces:R:3:mulliken_charge:R:1
C -74.005 -96.829 7.839 7.98 -4.06 2.59 -2.44
C -72.411 -96.554 7.579 -1.57 -2.12 -2.17 -0.99
C -71.942 -96.889 6.042 -2.86 1.98 0.57 -0.17
N -70.508 -97.319 5.841 -1.30 2.17 2.78 2.51
C -70.315 -98.609 6.414 -1.68 -0.57 1.98 -1.97
C -69.551 -96.310 6.498 0.06 0.88 2.56 0.57
C -68.343 -96.314 5.703 3.52 -0.99 -0.31 0.02
C -68.640 -97.096 4.404 0.44 -2.90 3.46 -1.04
C -70.169 -97.343 4.430 0.45 1.20 -1.67 -1.07
H -74.475 -96.454 7.113 -4.07 2.52 -5.86 0.96
H -74.424 -96.594 8.727 -0.70 1.64 2.97 0.54
H -73.933 -97.910 7.909 -0.82 -0.39 -0.79 0.17
H -71.754 -96.962 8.282 0.54 -2.31 1.16 0.28
H -72.039 -95.636 7.781 0.09 4.01 -0.06 0.88
H -72.143 -95.878 5.502 0.91 -1.84 0.57 0.42
H -72.671 -97.606 5.542 1.34 0.44 0.68 0.08
H -69.445 -99.063 6.181 3.27 -0.96 -0.91 1.40
H -71.061 -99.191 6.032 -1.89 -1.79 -1.60 0.29
H -70.528 -98.779 7.456 0.36 1.18 0.69 -0.58
H -69.231 -96.285 7.636 -1.60 -1.50 -1.95 -1.16
H -69.874 -95.314 6.403 -1.86 0.93 -0.45 0.46
H -67.437 -96.614 6.338 -1.13 -0.64 -1.29 -0.48
H -68.015 -95.320 5.519 -0.08 1.07 -0.62 0.40
H -67.871 -97.920 4.317 -1.54 0.16 0.07 -0.15
H -68.564 -96.569 3.583 1.15 3.13 -4.05 1.12
H -70.550 -98.206 3.904 0.10 -0.76 0.43 0.19
H -70.736 -96.510 3.900 0.99 -0.54 0.90 0.41
C -77.326 -97.229 9.930 -0.33 -0.87 2.23 -0.87
C -76.827 -95.880 9.783 2.82 5.15 -0.12 0.54
N -76.344 -94.781 9.708 -2.43 -5.29 0.29 -0.46
H -77.614 -97.500 11.008 0.53 0.76 -1.42 0.30
H -78.197 -97.366 9.364 -1.48 0.11 -0.82 0.31
H -76.695 -98.035 9.592 0.86 0.17 -0.15 0.26
C -73.989 -101.331 6.111 2.91 0.55 0.04 -0.97
C -73.210 -100.694 5.001 -3.37 -4.95 6.02 0.31
N -72.650 -100.169 4.215 3.76 3.64 -5.21 -0.22
H -74.402 -100.424 6.441 -0.40 1.07 2.12 0.16
H -74.827 -101.724 5.701 -2.33 -2.07 -1.47 0.53
H -73.486 -102.040 6.869 -0.59 1.69 -1.44 0.25
C -71.888 -91.709 7.755 -0.49 0.31 -2.29 -1.12
C -71.720 -92.683 6.544 -1.07 2.77 3.52 0.40
N -71.567 -93.405 5.682 0.33 -1.11 -1.27 -0.30
H -72.643 -90.874 7.619 1.08 -0.89 -0.80 0.34
H -72.315 -92.149 8.626 0.29 -1.12 0.61 0.33
H -70.901 -91.285 7.912 -0.11 0.05 0.33 0.37
C -74.613 -98.458 2.408 -0.54 -0.70 0.90 -0.64
C -73.977 -97.095 2.707 -2.94 -5.03 -2.28 0.31
N -73.420 -96.144 2.913 1.81 3.10 0.98 -0.37
H -75.583 -98.638 1.864 0.87 1.77 -0.04 0.39
H -73.921 -99.176 1.809 -0.71 1.28 1.94 0.25
H -75.019 -98.752 3.451 1.49 -0.39 -1.51 0.10
C -72.112 -99.130 11.013 -5.93 0.95 0.31 -0.98
C -72.317 -99.654 9.599 0.33 2.42 7.81 0.28
N -72.549 -99.988 8.570 -0.92 -1.86 -5.62 -0.08
H -72.742 -98.125 11.257 2.07 -1.79 -1.46 0.22
H -72.581 -99.655 11.911 0.65 -0.60 -1.81 0.41
H -71.123 -99.104 11.135 3.87 0.87 0.82 0.22
C -75.305 -93.248 6.579 -7.92 7.59 2.10 -0.05
C -76.370 -93.296 5.441 4.54 -0.64 4.53 0.25
N -77.222 -93.440 4.724 -2.40 -0.17 -2.27 -0.37
H -75.852 -93.139 7.704 1.16 -1.37 -3.19 0.25
H -74.469 -93.725 6.598 4.72 -3.74 -0.51 -0.26
H -75.020 -92.115 6.634 -0.09 -1.74 -0.69 0.19
C -69.123 -91.739 3.375 -1.19 3.81 -5.20 -1.02
C -69.365 -93.071 2.870 -0.76 -5.46 -1.13 0.53
N -69.546 -94.193 2.481 0.88 5.23 1.81 -0.47
H -68.441 -91.153 2.515 -1.25 -1.71 2.46 0.33
H -70.085 -91.063 3.199 1.63 -1.70 0.74 0.32
H -68.750 -91.561 4.334 0.65 -0.32 1.38 0.34
C -65.826 -94.136 3.308 -2.58 -2.14 4.66 -0.58
C -64.757 -94.404 4.515 -1.98 -2.23 -3.70 -0.47
O -65.387 -94.868 5.633 -3.61 -3.62 -2.09 -0.34
H -66.836 -93.639 3.685 2.27 -0.58 -0.04 -0.13
H -66.288 -95.145 3.078 1.11 1.14 -0.78 0.08
H -65.484 -93.475 2.599 1.02 0.71 -2.18 0.51
H -64.344 -93.555 4.825 2.26 3.87 0.30 0.49
H -63.982 -95.147 4.230 -0.36 0.57 -0.42 0.24
H -65.037 -94.455 6.331 1.91 2.27 4.29 0.22
C -64.907 -97.332 8.404 -1.05 1.12 0.49 -1.11
C -65.724 -98.591 8.109 4.93 -1.81 -1.10 0.16
O -66.615 -98.836 9.099 -2.05 -1.53 2.36 -0.59
H -64.353 -97.085 7.536 1.28 -0.17 -0.83 0.42
H -64.251 -97.308 9.348 -1.22 -0.27 -1.46 0.30
H -65.598 -96.438 8.350 0.37 -0.82 0.85 0.14
H -64.961 -99.506 7.969 -1.26 1.70 0.78 0.37
H -66.119 -98.666 7.117 -0.92 0.84 -0.58 0.01
H -66.401 -99.663 9.585 -0.15 1.12 -0.45 0.27
C -70.479 -95.781 10.586 5.17 3.59 2.05 -0.77
C -69.075 -96.398 10.543 -3.46 0.05 -2.50 -0.77
O -69.207 -97.582 9.788 4.12 -1.63 -0.54 -0.42
H -70.290 -94.861 11.274 -0.94 -1.25 -1.15 0.42
H -71.089 -96.424 11.033 -3.04 -2.47 1.51 0.11
H -70.656 -95.466 9.627 -1.28 0.68 -2.16 0.02
H -68.676 -96.354 11.465 1.35 -1.48 3.71 0.80
H -68.468 -95.721 10.067 1.61 1.76 -1.83 0.42
H -68.204 -97.891 9.509 -3.40 0.66 0.92 0.24
C -70.523 -97.770 0.866 4.69 3.64 -2.09 -0.20
C -69.843 -98.958 0.336 0.14 -1.10 0.16 -0.57
O -69.459 -99.882 1.363 -4.16 7.48 4.98 -0.36
H -70.794 -97.118 -0.003 -0.54 -0.49 1.27 0.38
H -69.899 -97.155 1.632 -0.32 -0.83 -1.78 -0.02
H -71.131 -98.184 1.484 -5.65 -1.79 3.45 -0.21
H -69.002 -98.681 -0.184 2.48 0.79 -1.22 0.44
H -70.395 -99.513 -0.417 -0.90 0.08 0.02 0.42
H -69.118 -100.491 0.900 4.25 -7.74 -4.76 0.18
C -65.981 -100.940 3.029 0.37 -0.75 0.21 -1.21
C -67.053 -101.139 4.112 3.70 -0.88 0.05 -0.42
O -66.612 -100.452 5.216 2.08 2.03 0.16 -0.38
H -65.079 -101.474 3.425 -0.47 0.47 -0.86 0.33
H -65.744 -99.845 2.969 -0.30 -1.00 0.10 0.24
H -66.283 -101.295 2.003 0.35 0.19 1.16 0.34
H -67.478 -102.060 4.385 0.76 -2.43 0.14 0.58
H -67.873 -100.744 3.808 -5.47 3.43 -2.48 0.31
H -66.975 -100.699 6.032 -1.15 -0.99 1.54 0.23
C -69.997 -102.108 6.590 0.46 -2.53 3.32 -0.62
C -69.248 -101.846 7.981 -3.96 -1.65 -0.77 -0.03
O -68.030 -101.317 7.667 0.77 0.30 -0.61 -0.38
H -70.026 -103.180 6.337 -0.19 -0.01 0.68 0.46
H -69.475 -101.809 5.771 1.54 1.97 -2.10 0.06
H -70.989 -101.781 6.620 -1.43 0.79 -0.14 -0.09
H -69.271 -102.787 8.586 0.90 0.16 -0.74 0.43
H -69.904 -101.252 8.672 0.64 0.56 -0.89 -0.04
H -67.604 -101.192 8.489 1.20 0.46 1.16 0.12
```
Forces are in eV/Å.

## Properties
**Net charge**: +1
**HOMO-LUMO gap**: 9.72 eV
**E_LUMO**: -1.79 eV
**HOMO level**: -0.423 hartree
**ΔE to the lowest compared entry with this formula, charge and spin**: 8.86 kcal per mole
**Energy**: -2229.11478 Eh